This record from the Open Molecules 2025 dataset describes 2 unconnected molecules or ions with the total composition C3H7N3. The level of theory is wB97M-V/def2-TZVPD.

Atoms and positions in Å:
C -1.7895 0.9011 -0.9025
C 1.5183 -0.6633 0.9667
C 0.7023 0.2799 0.6977
N -2.0795 1.5331 0.0298
N -1.3598 0.1660 -1.8305
N 2.2829 -1.6176 1.2085
H -0.0814 0.5306 1.4006
H 0.8802 0.9699 -0.1134
H -2.7143 2.1735 0.4804
H -0.8173 0.5438 -2.6066
H -1.7782 -0.7546 -1.9727
H 3.1258 -1.4958 1.7809
H 2.1103 -2.5666 0.8612

Its electronic energy is -7674.732 eV. The calculation puts the energy above the lowest of the compared OMol25 structures with the same formula, charge and spin at 121.2 kJ/mol. Its charge is +2. Its frontier orbital gap is 12.21 eV. The calculation puts the LUMO energy at -8.223 eV.